DFT (ωB97M-V/def2-TZVPD) results for one molecule with the formula C6H8N2.

```
16
Properties=species:S:1:pos:R:3
C 2.164 0.230 -0.164
C 1.237 1.290 -0.174
C 0.010 0.536 0.407
N -1.414 1.036 0.203
N -2.271 -0.025 -0.180
C -1.456 -1.052 0.023
C 0.029 -0.799 -0.189
C 1.583 -1.121 0.143
H 3.243 0.098 -0.191
H 1.172 2.494 -0.407
H -0.209 0.300 1.546
H -1.503 1.449 -0.674
H -1.852 -2.027 -0.392
H 0.096 -0.619 -1.286
H 2.012 -1.962 -0.285
H 1.444 -1.310 1.254
```

Values from the calculation:
**E_LUMO**: 0.9 eV
**ΔE to the lowest compared entry with this formula, charge and spin**: 126.3 kcal/mol
**HOMO-LUMO gap**: 0.3602 Ha
**Strongest force on any atom**: 5.99 eV/Å
**HOMO**: -8.91 eV

DFT (ωB97M-V/def2-TZVPD) results for C34H26ClN5O4PbS as an isolated structure.

```
72
Properties=species:S:1:pos:R:3
Pb 0.816 2.343 -0.287
O 4.786 -0.749 3.345
C 3.892 -0.249 4.179
O 3.964 -0.381 5.411
C 2.766 0.545 3.578
C 1.670 1.030 4.291
Cl 1.533 1.472 5.908
N 0.668 1.410 3.422
N 1.105 1.403 2.119
C 2.345 0.762 2.185
C 2.820 0.186 0.895
O 3.670 -0.752 0.863
O 2.322 0.656 -0.231
C -0.770 1.497 3.764
C -1.708 2.214 2.993
C -3.074 1.966 3.207
C -3.527 0.998 4.072
C -2.598 0.331 4.866
C -1.295 0.599 4.777
H 4.440 -0.814 2.377
H -1.418 2.842 2.119
H -3.760 2.510 2.604
H -4.679 0.730 4.088
H -2.935 -0.371 5.631
H -0.546 0.093 5.456
C 2.389 -3.333 -0.810
C 0.978 -3.904 -1.173
C 0.797 -5.299 -0.534
C 0.871 -4.036 -2.737
C -0.118 -2.894 -0.707
C -1.438 -3.423 -0.607
C -2.531 -2.622 -0.275
C -2.318 -1.269 -0.403
S -3.489 0.037 -0.408
C -2.195 1.177 -0.285
N -0.970 0.642 -0.257
C -1.013 -0.718 -0.437
C 0.124 -1.506 -0.638
C -2.444 2.610 -0.362
C -3.722 3.107 -0.230
C -4.015 4.452 -0.401
C -2.941 5.338 -0.654
C -1.644 4.804 -0.788
C -1.378 3.476 -0.467
H 3.133 -4.130 -0.837
H 2.348 -2.890 0.137
H 2.715 -2.596 -1.543
H 1.801 -5.790 -0.589
H 0.140 -5.926 -1.168
H 0.478 -5.276 0.516
H 1.558 -4.733 -3.084
H 1.085 -3.029 -3.164
H -0.201 -4.208 -2.925
H -1.562 -4.539 -0.714
H -3.530 -3.012 -0.126
H 1.056 -1.183 -0.995
H -4.457 2.366 -0.029
H -5.017 4.853 -0.260
H -3.091 6.443 -0.724
H -0.789 5.430 -0.897
N 3.964 -1.573 -4.602
C 3.244 -0.666 -4.633
C 2.321 0.381 -4.462
C 1.509 0.822 -5.522
C 0.448 1.672 -5.230
C 0.360 2.144 -3.933
N 1.121 1.734 -2.889
C 2.115 0.890 -3.190
H 1.862 0.512 -6.525
H -0.289 1.980 -6.016
H -0.509 2.813 -3.720
H 2.757 0.599 -2.338
```

Values from the calculation:
**E_LUMO (spin up / spin down)**: -10.6 / -10.6 eV
**Total charge**: +2
**ΔE to the lowest compared entry with this formula, charge and spin**: 28.3 kcal/mol
**HOMO-LUMO gap (spin up / spin down)**: 0.1305 / 0.1331 Ha
**Strongest force on any atom**: 4.51 eV/Å
**HOMO (spin up / spin down)**: -14.18 / -14.21 eV

DFT (ωB97M-V/def2-TZVPD) results for C12H20F6N3O4PdS2Si as an isolated structure.

```
49
Properties=species:S:1:pos:R:3
Pd 0.335 -0.757 -0.668
F 0.125 4.162 -2.647
C 0.244 3.944 -1.349
F -0.890 4.268 -0.734
F 1.231 4.678 -0.855
S 0.646 2.165 -1.042
O 0.404 1.961 0.372
O 1.955 1.964 -1.563
N -0.389 1.315 -1.917
S -1.846 1.009 -1.380
O -1.762 0.037 -0.270
O -2.711 2.125 -1.202
C -2.488 0.020 -2.802
F -2.570 0.773 -3.879
F -3.690 -0.428 -2.467
F -1.684 -1.019 -3.035
N -2.178 1.644 4.732
C -2.597 2.415 3.560
C -1.595 2.177 2.438
N -1.389 0.696 2.349
H -2.955 1.456 5.351
H -1.478 2.139 5.272
H -1.467 0.357 3.324
H -2.683 3.490 3.730
H -3.584 2.066 3.250
H -0.627 2.627 2.645
H -1.941 2.543 1.475
H -2.102 0.269 1.753
H -0.501 0.428 1.921
C -0.358 -4.136 -0.424
Si 0.767 -2.780 0.160
C 1.328 -3.000 1.918
C 2.027 -2.127 -1.039
C 3.133 -1.365 -0.597
C 4.023 -0.819 -1.502
C 3.821 -1.009 -2.864
C 2.733 -1.736 -3.332
C 1.839 -2.286 -2.433
H 0.230 -5.034 -0.635
H -0.886 -3.865 -1.339
H -1.091 -4.402 0.339
H 2.086 -3.790 1.937
H 0.513 -3.333 2.561
H 1.789 -2.109 2.344
H 3.285 -1.210 0.464
H 4.862 -0.233 -1.155
H 4.516 -0.574 -3.570
H 2.581 -1.864 -4.395
H 0.990 -2.853 -2.799
```

Values from the calculation:
**E_LUMO**: -3.8 eV
**Total charge**: +1
**ΔE to the lowest compared entry with this formula, charge and spin**: 0.0 kcal/mol
**HOMO-LUMO gap**: 0.3088 Ha
**Strongest force on any atom**: 0.45 eV/Å
**HOMO**: -12.23 eV

Copy entry 2 word for word.
DFT (ωB97M-V/def2-TZVPD) results for C34H26ClN5O4PbS as an isolated structure.

```
72
Properties=species:S:1:pos:R:3
Pb 0.816 2.343 -0.287
O 4.786 -0.749 3.345
C 3.892 -0.249 4.179
O 3.964 -0.381 5.411
C 2.766 0.545 3.578
C 1.670 1.030 4.291
Cl 1.533 1.472 5.908
N 0.668 1.410 3.422
N 1.105 1.403 2.119
C 2.345 0.762 2.185
C 2.820 0.186 0.895
O 3.670 -0.752 0.863
O 2.322 0.656 -0.231
C -0.770 1.497 3.764
C -1.708 2.214 2.993
C -3.074 1.966 3.207
C -3.527 0.998 4.072
C -2.598 0.331 4.866
C -1.295 0.599 4.777
H 4.440 -0.814 2.377
H -1.418 2.842 2.119
H -3.760 2.510 2.604
H -4.679 0.730 4.088
H -2.935 -0.371 5.631
H -0.546 0.093 5.456
C 2.389 -3.333 -0.810
C 0.978 -3.904 -1.173
C 0.797 -5.299 -0.534
C 0.871 -4.036 -2.737
C -0.118 -2.894 -0.707
C -1.438 -3.423 -0.607
C -2.531 -2.622 -0.275
C -2.318 -1.269 -0.403
S -3.489 0.037 -0.408
C -2.195 1.177 -0.285
N -0.970 0.642 -0.257
C -1.013 -0.718 -0.437
C 0.124 -1.506 -0.638
C -2.444 2.610 -0.362
C -3.722 3.107 -0.230
C -4.015 4.452 -0.401
C -2.941 5.338 -0.654
C -1.644 4.804 -0.788
C -1.378 3.476 -0.467
H 3.133 -4.130 -0.837
H 2.348 -2.890 0.137
H 2.715 -2.596 -1.543
H 1.801 -5.790 -0.589
H 0.140 -5.926 -1.168
H 0.478 -5.276 0.516
H 1.558 -4.733 -3.084
H 1.085 -3.029 -3.164
H -0.201 -4.208 -2.925
H -1.562 -4.539 -0.714
H -3.530 -3.012 -0.126
H 1.056 -1.183 -0.995
H -4.457 2.366 -0.029
H -5.017 4.853 -0.260
H -3.091 6.443 -0.724
H -0.789 5.430 -0.897
N 3.964 -1.573 -4.602
C 3.244 -0.666 -4.633
C 2.321 0.381 -4.462
C 1.509 0.822 -5.522
C 0.448 1.672 -5.230
C 0.360 2.144 -3.933
N 1.121 1.734 -2.889
C 2.115 0.890 -3.190
H 1.862 0.512 -6.525
H -0.289 1.980 -6.016
H -0.509 2.813 -3.720
H 2.757 0.599 -2.338
```

Values from the calculation:
**E_LUMO (spin up / spin down)**: -10.6 / -10.6 eV
**Total charge**: +2
**ΔE to the lowest compared entry with this formula, charge and spin**: 28.3 kcal/mol
**HOMO-LUMO gap (spin up / spin down)**: 0.1305 / 0.1331 Ha
**Strongest force on any atom**: 4.51 eV/Å
**HOMO (spin up / spin down)**: -14.18 / -14.21 eV

Copy entry 3 word for word.
DFT (ωB97M-V/def2-TZVPD) results for C12H20F6N3O4PdS2Si as an isolated structure.

```
49
Properties=species:S:1:pos:R:3
Pd 0.335 -0.757 -0.668
F 0.125 4.162 -2.647
C 0.244 3.944 -1.349
F -0.890 4.268 -0.734
F 1.231 4.678 -0.855
S 0.646 2.165 -1.042
O 0.404 1.961 0.372
O 1.955 1.964 -1.563
N -0.389 1.315 -1.917
S -1.846 1.009 -1.380
O -1.762 0.037 -0.270
O -2.711 2.125 -1.202
C -2.488 0.020 -2.802
F -2.570 0.773 -3.879
F -3.690 -0.428 -2.467
F -1.684 -1.019 -3.035
N -2.178 1.644 4.732
C -2.597 2.415 3.560
C -1.595 2.177 2.438
N -1.389 0.696 2.349
H -2.955 1.456 5.351
H -1.478 2.139 5.272
H -1.467 0.357 3.324
H -2.683 3.490 3.730
H -3.584 2.066 3.250
H -0.627 2.627 2.645
H -1.941 2.543 1.475
H -2.102 0.269 1.753
H -0.501 0.428 1.921
C -0.358 -4.136 -0.424
Si 0.767 -2.780 0.160
C 1.328 -3.000 1.918
C 2.027 -2.127 -1.039
C 3.133 -1.365 -0.597
C 4.023 -0.819 -1.502
C 3.821 -1.009 -2.864
C 2.733 -1.736 -3.332
C 1.839 -2.286 -2.433
H 0.230 -5.034 -0.635
H -0.886 -3.865 -1.339
H -1.091 -4.402 0.339
H 2.086 -3.790 1.937
H 0.513 -3.333 2.561
H 1.789 -2.109 2.344
H 3.285 -1.210 0.464
H 4.862 -0.233 -1.155
H 4.516 -0.574 -3.570
H 2.581 -1.864 -4.395
H 0.990 -2.853 -2.799
```

Values from the calculation:
**E_LUMO**: -3.8 eV
**Total charge**: +1
**ΔE to the lowest compared entry with this formula, charge and spin**: 0.0 kcal/mol
**HOMO-LUMO gap**: 0.3088 Ha
**Strongest force on any atom**: 0.45 eV/Å
**HOMO**: -12.23 eV

- Look up the strongest force on any atom of the third one.
  0.45 eV/Å